ORCA calculation (ωB97M-V with the def2-TZVPD basis set) on a cluster of 4 separate species, C17H37FNO7S3 in total.

Last column: Löwdin charge in e.
CARTESIAN COORDINATES (ANGSTROEM)
O -0.78 4.59 -0.44  -0.35
C -3.15 0.80 1.23  -0.22
H 1.15 4.31 -2.27  0.10
C 1.92 -3.25 -3.08  -0.20
H 3.86 -3.45 -4.13  0.11
C -3.55 3.06 1.92  -0.08
H 0.29 3.49 -4.77  0.12
H -2.53 -0.32 2.92  0.13
H 0.48 -1.70 -3.53  0.13
H -0.45 2.10 0.56  0.12
H -0.13 0.13 2.84  0.08
C -0.02 1.27 1.12  -0.05
S -1.07 5.01 -1.79  0.66
C 2.93 -2.88 -4.18  -0.21
H -2.71 1.42 0.44  0.10
H -3.54 3.27 0.85  0.08
C -2.10 -0.02 1.96  -0.17
C 0.84 -2.66 5.25  -0.22
H 1.38 -4.33 6.52  0.12
H 1.85 0.14 -2.63  0.09
H -2.26 2.97 -1.94  0.09
S 0.50 -2.60 3.50  0.68
H -2.58 3.37 2.33  0.08
C -2.26 3.89 -2.54  -0.23
H 0.33 -4.81 2.72  0.11
H 0.04 -2.13 5.76  0.11
C 0.30 4.58 -2.89  -0.21
H -1.93 -0.98 1.46  0.10
C 0.92 -4.16 5.55  -0.21
H -0.39 -0.69 0.50  0.16
O -3.77 1.68 2.15  -0.17
H 0.55 -2.11 -1.82  0.10
H -2.21 2.80 -4.42  0.12
H -1.10 1.62 2.90  0.13
F -0.49 0.38 -1.07  0.05
H -4.33 3.65 2.39  0.09
H 1.00 1.53 1.40  0.14
O -1.48 6.35 -2.05  -0.30
C -0.22 3.47 -3.80  -0.21
O 1.27 -1.56 2.83  -0.36
H 2.46 -3.62 -2.20  0.12
O -0.93 -2.59 3.27  -0.32
H -3.90 0.17 0.75  0.13
H 2.50 -2.94 -5.17  0.11
H -1.94 4.53 -4.56  0.13
H 1.09 -0.11 -0.10  0.18
H 2.80 -1.01 -1.63  0.10
C -0.83 0.75 2.30  -0.16
C 1.16 -1.96 -2.72  -0.23
H 2.79 -4.49 4.51  0.12
H 0.53 5.49 -3.45  0.11
H 1.91 -4.09 2.31  0.10
C 1.17 -4.22 3.10  -0.21
O 2.86 -0.37 -5.02  -0.30
N 0.12 0.13 0.14  0.13
H 1.69 -5.86 4.42  0.12
C 1.74 -4.78 4.41  -0.20
H 1.79 -2.15 5.41  0.11
C -1.73 3.66 -3.95  -0.21
H -3.24 4.36 -2.48  0.11
O 4.70 -1.00 -3.46  -0.30
H -0.01 2.50 -3.35  0.10
H -0.08 -4.58 5.58  0.12
S 3.35 -1.14 -3.92  0.66
C 2.21 -0.88 -2.54  -0.26
H 1.25 -4.04 -3.41  0.12

Properties
* net charge: +1

=====

ORCA calculation (ωB97M-V with the def2-TZVPD basis set) on a cluster of 4 separate species, C17H37FO8P in total.

Last column: Löwdin charge in e.
CARTESIAN COORDINATES (ANGSTROEM)
H 5.44 -6.50 4.40  0.08
H 2.60 4.40 -4.83  0.08
O -3.71 4.56 -1.05  -0.01
O 3.54 -2.15 1.98  0.12
P -2.37 -1.02 -0.44  0.53
C 2.47 -4.04 2.93  0.02
H -2.29 5.43 0.19  0.10
H -5.51 -1.61 -0.44  0.09
H -2.57 6.19 -1.37  0.12
O -3.07 -0.04 0.87  -0.40
H 2.99 2.69 -4.55  0.07
H -2.51 2.14 0.24  0.08
H -3.62 2.46 1.52  0.09
H 0.58 0.05 -4.28  0.13
H 0.92 -2.37 1.02  0.10
O -3.59 -2.22 0.08  -0.37
H 0.90 -0.37 2.28  0.07
H 2.26 1.47 -2.15  0.07
O 0.41 2.03 -4.11  0.00
C -3.06 2.94 0.73  0.01
H -1.88 -1.87 -1.49  -0.02
H 2.18 -0.28 -2.41  0.08
H -4.84 0.59 0.01  0.07
C -4.46 -0.11 0.76  -0.31
C -1.14 -1.79 0.81  -0.26
H 0.11 0.55 0.99  0.07
H 4.36 -6.09 3.06  0.07
H -1.35 -2.86 0.83  0.07
H 1.81 0.02 0.81  0.07
C -4.05 3.49 -0.27  -0.50
C -1.33 4.41 -1.46  -0.06
H 2.49 -4.56 3.89  0.07
H 2.63 3.75 -3.19  0.09
H -2.37 3.67 1.15  0.07
H 2.47 -4.79 2.14  0.10
H -1.49 4.24 -2.52  0.07
C 1.22 0.87 -3.95  -0.22
H -5.26 -2.12 1.24  0.09
C 0.89 3.28 -4.30  -0.53
F 0.69 -1.55 -0.79  -0.09
H 0.74 0.60 -1.88  0.06
H 1.56 -3.46 2.85  0.08
C 5.24 -5.76 3.62  -0.07
H 4.19 -4.40 4.95  0.11
O 0.09 4.16 -4.43  0.08
C 2.38 3.52 -4.23  0.01
H 2.08 0.91 -4.62  0.10
C 5.02 -4.39 4.24  -0.25
H 5.91 -4.08 4.80  0.12
C 0.82 -0.25 1.20  -0.06
H -3.37 -0.46 -1.34  0.01
H -4.90 0.19 1.72  0.10
C -4.79 -1.59 0.40  -0.30
O -5.10 2.95 -0.47  0.10
C 3.64 -3.10 2.70  -0.51
O 4.85 -3.37 3.26  -0.01
C 1.63 0.66 -2.51  -0.06
C 0.34 -1.55 0.59  -0.43
H -1.44 0.04 -0.78  -0.03
H -1.37 -1.39 1.80  0.07
H -1.26 3.45 -0.96  0.06
H 6.09 -5.73 2.94  0.08
C -2.46 5.23 -0.86  -0.24
H -0.37 4.93 -1.35  0.08

Properties
* ΔE to the lowest compared entry with this formula, charge and spin: 0.00 kJ/mol
* net charge: -1

=====

ORCA calculation (ωB97M-V with the def2-TZVPD basis set) on a structure of composition C17H38BGeN6SeZr.

Last column: Löwdin charge in e.
CARTESIAN COORDINATES (ANGSTROEM)
H -3.57 -1.48 -2.62  0.00
H -0.56 2.21 -3.68  0.16
N 1.10 -1.92 -0.90  -0.18
H 0.36 3.53 0.31  0.14
H 1.01 -0.02 -3.75  0.12
H 3.68 -1.34 2.44  0.13
H 5.38 -1.01 -0.26  0.13
Ge -4.34 -0.03 -0.66  0.79
H -3.14 -0.12 2.41  0.04
B 1.02 0.01 -2.57  -0.38
H -0.84 4.35 -1.98  0.13
H 4.00 -1.27 -1.37  0.10
H 4.06 1.04 -1.83  0.10
H 1.54 -2.29 2.49  0.11
C 0.60 -3.17 -0.79  -0.07
H -5.56 -2.12 0.00  0.04
C -0.25 2.32 -2.66  0.01
Se -1.34 -0.56 0.78  0.91
C 3.41 -0.29 2.50  -0.15
Zr 1.42 -0.07 0.08  1.76
N 0.40 -1.31 -1.93  -0.11
C 4.29 -1.07 -0.33  -0.04
N 0.74 1.75 -0.76  -0.16
H -5.27 -1.18 1.44  0.03
H -3.86 0.18 -3.16  0.03
N 0.41 1.34 -2.04  -0.09
H 0.97 -3.84 -0.03  0.14
C -0.48 -2.18 -2.43  -0.01
C -4.82 -1.51 0.51  -0.21
H -0.94 -4.28 -1.92  0.14
H 0.34 1.18 2.60  0.06
N 1.93 -0.21 2.28  -0.41
H -1.71 0.81 2.93  0.04
H 4.01 1.62 1.66  0.13
H 2.18 0.00 -2.12  0.07
H -1.84 -0.96 3.24  0.04
H 0.22 -1.22 3.05  0.05
H 3.94 -1.88 0.31  0.10
C 0.24 3.00 -0.62  -0.07
C 4.26 1.31 -0.79  -0.04
C -0.38 3.40 -1.78  0.03
H 5.34 1.38 -0.64  0.12
C 1.30 -1.35 3.00  -0.04
H -6.50 1.29 -0.64  0.04
H 3.63 0.05 3.52  0.16
C -4.22 -0.61 -2.51  -0.20
C -2.06 -0.15 2.56  -0.30
H 1.71 -1.39 4.02  0.13
H 1.55 1.11 3.90  0.13
H 3.78 2.27 -0.55  0.10
N 3.72 0.24 0.11  -0.39
H -5.43 1.87 0.63  0.03
C 4.16 0.55 1.50  -0.16
C 1.40 1.09 2.82  -0.04
H -5.16 2.35 -1.05  0.03
C -2.47 0.67 -0.23  -0.52
C -0.38 -3.38 -1.74  0.03
C -5.46 1.53 -0.41  -0.20
H -3.98 -2.18 0.74  0.01
H 1.95 1.93 2.38  0.10
H -2.50 1.61 0.32  0.03
H -5.20 -0.91 -2.88  0.04
H -1.07 -1.91 -3.29  0.15
H -1.93 0.85 -1.16  -0.01
H 5.24 0.36 1.59  0.16

Properties
* ΔE to the lowest compared entry with this formula, charge and spin: 4.01 kJ/mol
* net charge: +3

=====

no.,E_HOMO (eV),electronic energy (Eh)
1,-12.41,-2545.4320
2,-4.08,-1713.0727
3,-17.69,-5548.4549